# 1
An isolated ion of composition CH3S and charge -1, computed with wB97M-V/def2-TZVPD.

Last column: Löwdin charge in e.
Atoms and positions in Å:
S: 0.551 1.520 0.517  -0.121
C: -0.039 -0.115 -0.072  -0.774
H: -1.125 -0.103 -0.111  -0.037
H: 0.185 -0.883 0.668  -0.036
H: 0.428 -0.419 -1.002  -0.032

Calculated values
Charge: -1
Gap between HOMO and LUMO: 6.6 eV
E_LUMO: 4.69 eV
E_tot: -438.09838 Ha
Relative energy (zero: lowest compared OMol25 entry of this formula, charge and spin): 0.7 kcal/mol
SMILES: C[S-]

=====

# 2
C9H13N3O as an isolated structure at a distorted geometry, computed with wB97M-V/def2-TZVPD.

Last column: Löwdin charge in e.
Atoms and positions in Å:
O: 2.639 -0.028 0.591  -0.216
N: -1.858 -0.436 -0.355  -0.098
N: 0.562 -2.629 0.820  0.186
N: 1.525 -0.034 -0.739  0.071
C: -2.073 -1.205 -1.610  0.014
C: 3.512 -1.055 0.579  -0.252
C: -0.248 -1.818 0.802  -0.199
C: -1.063 -0.728 0.763  -0.266
C: -2.140 1.232 1.112  -0.107
C: 0.552 2.285 -0.209  -0.079
C: -2.409 0.742 -0.108  -0.172
C: -1.270 0.280 1.744  0.008
C: 0.771 0.952 -0.946  -0.094
H: -2.024 2.297 1.402  0.119
H: -1.494 -0.772 -2.490  0.116
H: -1.013 0.164 2.803  0.120
H: -3.171 -1.130 -1.755  0.103
H: 2.874 -2.039 0.643  0.074
H: 4.132 -1.071 -0.363  0.079
H: -2.793 1.164 -1.031  0.137
H: 1.061 2.450 0.715  0.065
H: 0.726 3.155 -0.941  0.103
H: 4.255 -0.946 1.325  0.059
H: -1.993 -2.205 -1.426  0.049
H: -0.520 2.426 -0.240  0.025
H: 1.459 -1.052 -1.086  0.152

Calculated values
Gap between HOMO and LUMO: 8.7 eV
E_LUMO: 0.72 eV
E_tot: -590.01204 Ha
Relative energy (zero: lowest compared OMol25 entry of this formula, charge and spin): 166.2 kcal/mol